# 1
The following is a DFT calculation (ωB97M-V/def2-TZVPD) of a molecular structure, C30H60BF3IN6O12P2S in a non-equilibrium geometry.

The geometry in XYZ format:
```
116
Properties=species:S:1:pos:R:3:mulliken_charge:R:1
C 0.832 2.661 4.727 -0.0524
C 0.772 2.337 3.566 -1.0940
C 0.558 1.758 2.147 -0.5762
C -0.573 2.365 1.226 0.4639
B -1.821 2.471 2.300 0.6525
O -3.007 1.715 2.311 -0.7137
O -1.881 3.465 3.348 -0.4355
C -0.788 1.127 0.172 -0.0033
F -1.523 0.055 0.796 -0.6524
N 0.442 0.412 -0.136 1.4131
C 0.593 -0.978 0.259 0.0202
C 2.083 -1.411 -0.173 -1.1224
C 2.262 -1.563 -1.734 -0.3117
C 1.296 -2.633 -2.396 -1.0732
C -1.703 1.474 -1.097 2.7013
C -3.239 1.708 -0.725 -1.4302
C -4.256 1.809 -1.921 -0.1450
C -5.723 2.127 -1.376 -0.0746
N -5.985 3.523 -0.994 -0.6119
O -6.559 1.265 -1.329 -0.4706
C -1.655 0.436 -2.274 -0.9262
F -0.342 0.275 -2.878 -0.3989
C -2.182 -1.021 -2.151 -0.0728
C -3.416 -1.432 -1.299 -1.1813
C -1.208 2.864 -1.742 -1.8776
C -0.169 3.745 -0.936 0.9510
C -0.288 5.180 -1.620 -2.0370
I -2.094 6.400 -1.531 0.1099
C -0.150 5.133 -3.234 -0.5274
C 0.404 6.557 -3.737 -1.1876
S 1.598 3.283 -1.413 1.5042
O 1.609 2.428 -2.597 -0.5943
O 2.399 2.638 -0.393 -0.5877
F 2.475 4.619 -1.866 -0.3456
N -0.385 3.707 0.586 1.1715
O -1.683 4.227 0.667 -0.6006
P 0.917 4.840 1.200 0.0097
P 0.228 6.265 2.728 1.0260
O 1.428 7.166 2.863 -0.7069
O -0.069 5.666 4.227 -0.4235
O -0.975 7.276 2.145 -0.5230
H 1.008 3.245 5.660 0.4166
H 1.587 1.671 1.721 0.3150
H 0.229 0.691 2.370 0.0875
H -3.063 1.122 3.092 0.2954
H -1.845 2.921 4.166 0.1727
H 0.944 0.666 -0.974 -0.2175
H -0.070 -1.751 -0.208 0.2134
H 0.582 -1.193 1.375 -0.1203
H 2.827 -0.680 0.278 0.2268
H 2.303 -2.406 0.304 0.3618
H 2.233 -0.541 -2.218 0.2434
H 3.315 -1.937 -1.896 0.5212
H 0.734 -3.208 -1.617 0.1627
H 1.927 -3.351 -2.981 0.3724
H 0.603 -2.102 -3.102 0.3614
H -3.403 2.665 -0.136 0.2576
H -3.643 0.914 -0.026 0.4448
H -4.286 0.936 -2.622 0.4474
H -3.995 2.712 -2.570 0.2496
H -5.301 4.149 -1.426 0.3043
H -5.860 3.547 0.024 0.3044
H -2.179 0.907 -3.169 0.8040
H -1.315 -1.699 -1.874 -0.5646
H -2.416 -1.356 -3.214 0.3979
H -3.557 -2.554 -1.392 0.4718
H -3.401 -1.212 -0.201 0.0547
H -4.387 -0.995 -1.695 0.3244
H -2.137 3.495 -1.906 0.1171
H -0.875 2.651 -2.803 0.6708
H 0.511 5.924 -1.330 0.9961
H -1.152 4.974 -3.738 0.4946
H 0.547 4.373 -3.650 0.4318
H 0.833 6.340 -4.766 0.3769
H -0.408 7.309 -3.900 0.3389
H 1.250 6.905 -3.089 0.3071
H -1.710 5.132 1.044 0.2503
H 1.924 4.121 1.950 0.1996
H -0.897 6.102 4.540 0.3185
H -0.577 8.163 1.999 0.3401
C -1.362 -2.249 6.593 -1.5347
C -0.656 -1.397 5.573 0.9133
O -1.263 -0.626 4.837 -0.5722
N 0.694 -1.501 5.481 -0.0402
C 1.585 -2.345 6.252 -0.9554
H -2.432 -2.054 6.545 0.2869
H -1.194 -3.307 6.383 0.3952
H -1.011 -2.004 7.597 0.3900
H 1.095 -0.899 4.776 0.1222
H 2.304 -1.707 6.769 0.2988
H 2.123 -2.999 5.564 0.2806
H 1.050 -2.949 6.980 0.4009
C 3.495 -5.509 0.616 -1.5398
C 4.172 -4.647 -0.417 0.7163
O 3.542 -3.883 -1.137 -0.4471
N 5.523 -4.736 -0.537 -0.1912
C 6.438 -5.573 0.215 -0.9296
H 2.421 -5.325 0.589 0.2795
H 3.670 -6.565 0.400 0.4803
H 3.863 -5.263 1.614 0.4700
H 5.903 -4.130 -1.248 0.2479
H 7.161 -4.928 0.718 0.2893
H 6.969 -6.220 -0.485 0.2989
H 5.924 -6.183 0.952 0.3668
C -0.925 -6.424 -4.081 -1.4658
C 0.027 -6.114 -2.956 0.9548
O -0.173 -5.201 -2.168 -0.6363
N 1.140 -6.885 -2.831 -0.0545
C 1.555 -8.003 -3.655 -0.9561
H -1.759 -5.725 -4.048 0.2982
H -0.421 -6.315 -5.043 0.3762
H -1.319 -7.437 -3.973 0.3953
H 1.728 -6.616 -2.056 0.0803
H 1.644 -8.887 -3.019 0.3088
H 2.534 -7.774 -4.081 0.2903
H 0.851 -8.206 -4.457 0.3656
```

Calculated values
HOMO-LUMO gap	7.3	eV
net charge	+1
HOMO level	-10.801	eV
lowest unoccupied orbital energy	-3.462	eV
E	-111925.43226	eV
largest force on an atom	6.23	eV Å⁻¹


# 2
The following is a DFT calculation (ωB97M-V/def2-TZVPD) of 6 unconnected molecules or ions with the total composition C30H60IN5O7S in a non-equilibrium geometry.

The geometry in XYZ format:
```
104
Properties=species:S:1:pos:R:3:mulliken_charge:R:1
O 2.752 3.325 3.332 -0.5666
C 2.165 4.169 2.704 0.3108
C 2.864 5.452 2.136 -0.4395
C 2.451 5.983 0.955 -0.4961
C 1.290 5.269 0.179 0.1919
O 1.261 5.151 -1.020 -0.5299
C 0.174 4.668 1.103 0.4983
C -1.235 4.690 0.703 -0.6194
C -2.206 4.082 1.636 -0.3439
I -4.292 4.104 1.108 0.1620
C -1.757 3.457 2.900 0.2062
S -3.026 2.721 3.971 -0.1973
C -0.344 3.469 3.267 -0.4812
C 0.633 4.082 2.387 0.5521
H 3.687 5.951 2.713 0.4104
H 2.901 6.908 0.512 0.3623
H -1.548 5.158 -0.258 0.4035
H -3.168 3.609 5.009 0.1488
H -0.047 2.994 4.234 0.4215
C -8.864 7.378 4.461 -1.3859
C -8.478 7.814 3.051 0.3523
C -7.589 6.795 2.313 -0.6889
O -6.231 6.790 2.728 -0.3717
C -5.980 6.041 3.906 -0.6238
N -7.845 9.136 3.118 -0.7495
H -8.045 7.494 5.173 0.2784
H -9.693 7.986 4.831 0.3471
H -9.186 6.334 4.476 0.3430
H -9.406 7.910 2.478 0.4122
H -7.569 7.073 1.255 0.3380
H -8.013 5.784 2.361 0.4008
H -6.623 5.159 3.980 0.3310
H -6.100 6.677 4.786 0.2754
H -4.941 5.710 3.879 0.1509
H -7.679 9.468 2.171 0.2733
H -6.908 9.005 3.495 0.3317
C 6.380 2.284 0.117 -1.6614
C 4.872 2.512 0.146 0.6222
C 4.100 1.430 0.924 -0.4712
O 3.947 0.206 0.224 -0.3407
C 5.068 -0.659 0.288 -0.3310
N 4.384 2.640 -1.234 -0.7006
H 6.671 1.497 -0.580 0.3044
H 6.894 3.194 -0.200 0.3872
H 6.756 2.020 1.109 0.3561
H 4.699 3.465 0.658 0.1961
H 3.085 1.799 1.094 0.0477
H 4.537 1.258 1.916 0.4444
H 5.585 -0.596 1.250 0.3788
H 5.758 -0.444 -0.531 0.2372
H 4.710 -1.682 0.153 -0.1744
H 3.398 2.890 -1.210 0.2481
H 4.386 1.706 -1.647 0.3592
C 2.008 -1.265 -1.984 -0.8667
C 1.902 -0.062 -2.914 0.8923
C 0.705 -0.135 -3.880 -0.9503
O 0.888 -1.020 -4.976 -0.4458
C 0.633 -2.384 -4.683 -0.6821
N 3.172 0.097 -3.634 -0.6826
H 2.398 -2.152 -2.487 0.0944
H 2.688 -1.044 -1.159 -0.2429
H 1.034 -1.517 -1.553 0.4603
H 1.756 0.822 -2.282 0.2342
H 0.572 0.856 -4.325 0.3762
H -0.227 -0.365 -3.349 0.4195
H -0.176 -2.505 -3.957 0.3007
H 1.542 -2.871 -4.323 0.2144
H 0.343 -2.877 -5.612 0.3534
H 3.134 0.956 -4.179 0.2810
H 3.212 -0.635 -4.342 0.3081
C 2.244 -6.891 -0.286 -1.2469
C 3.450 -6.226 -0.942 0.3720
C 4.155 -5.199 -0.038 -0.9621
O 3.474 -3.959 0.076 -0.0254
C 2.417 -3.951 1.021 -0.8054
N 3.027 -5.625 -2.214 -0.6128
H 1.374 -6.240 -0.254 0.2036
H 1.952 -7.781 -0.847 0.2544
H 2.476 -7.204 0.736 0.3544
H 4.175 -7.016 -1.163 0.4361
H 5.123 -4.961 -0.490 0.3393
H 4.371 -5.616 0.954 0.4562
H 2.633 -4.586 1.884 0.3795
H 1.482 -4.259 0.546 0.2412
H 2.286 -2.925 1.367 0.2077
H 3.850 -5.268 -2.697 0.3003
H 2.496 -4.784 -1.990 0.1409
C -1.001 -6.151 -2.662 -1.3816
C -0.977 -7.532 -2.014 0.6059
C -2.232 -8.374 -2.310 -0.8840
O -3.382 -7.997 -1.567 -0.3897
C -4.095 -6.893 -2.098 -0.6446
N -0.758 -7.375 -0.571 -0.5723
H -1.659 -5.455 -2.140 0.2739
H 0.000 -5.712 -2.651 0.1739
H -1.324 -6.212 -3.705 0.3533
H -0.120 -8.070 -2.432 0.3338
H -2.021 -9.406 -2.017 0.3786
H -2.457 -8.396 -3.384 0.4473
H -4.069 -6.874 -3.191 0.2938
H -3.702 -5.958 -1.692 0.2269
H -5.134 -6.980 -1.777 0.2580
H -0.644 -8.298 -0.156 0.2549
H -1.631 -7.037 -0.166 0.2646
```

Calculated values
HOMO-LUMO gap	7.6	eV
SMILES	O=C1C=CC(=O)c2cc(I)c(S)cc21.COC[C@@H](C)N.COC[C@@H](C)N.COC[C@@H](C)N.COC[C@@H](C)N.COC[C@@H](C)N
HOMO level	-8.860	eV
lowest unoccupied orbital energy	-1.225	eV
E	-72796.91264	eV
energy above the lowest of the compared OMol25 structures with the same formula, charge and spin	174.7	kJ/mol
largest force on an atom	2.78	eV Å⁻¹